(1)
Entry from the Open Molecules 2025 dataset: a molecular structure, C6H10S2 in a non-equilibrium geometry (wB97M-V/def2-TZVPD).

Calculated values
F_max = 6.48 eV/Å
Kohn-Sham gap = 9.2741 eV
HOMO = -0.3127 Ha

Geometry as XYZ:
```
18
Properties=species:S:1:pos:R:3:forces:R:3:lowdin_charge:R:1
C -2.4735 -0.6526 -1.0294 2.6 0.1 -0.3 -0.159
C -1.5689 0.5715 -1.2126 -2.4 3.6 -4.8 -0.246
C -0.3775 0.0969 -0.3933 -5.6 0.9 1.6 -0.931
C -1.4459 -0.9382 0.1041 -0.6 -4.1 0.7 -0.183
C -0.1915 1.1489 0.6513 -0.4 0.9 1.6 -0.515
C 1.8791 -0.4958 0.5274 -1.1 -1.0 0.3 -0.682
H -2.4090 -1.4763 -1.8070 -0.4 1.4 0.7 0.126
H -3.4245 -0.2665 -0.8193 -1.6 -0.5 0.5 0.078
H -1.5479 0.9738 -2.3094 1.0 -1.0 1.4 0.132
H -2.1386 1.5347 -0.8508 1.3 -1.9 0.3 0.141
H -1.8311 -0.7591 1.1390 0.5 -0.3 -0.8 0.120
H -1.1778 -2.0784 -0.0826 0.1 2.3 1.2 0.139
H 0.2834 2.0095 0.2451 -0.4 1.1 -0.9 0.056
H -1.1845 1.4574 1.2046 2.1 -0.8 -1.1 0.137
H 2.7677 0.0694 0.4219 1.6 -0.9 -0.5 -0.007
H 1.8345 -1.5180 0.9997 0.8 1.1 -0.8 0.054
S 1.1268 0.6143 1.7526 -0.7 -0.5 0.8 0.805
S 0.9918 -0.5100 -1.1293 3.0 -0.3 0.2 0.936
```
Forces are in eV/Å.

(2)
Entry from the Open Molecules 2025 dataset: 5 unconnected molecules or ions with the total composition C15H36B2NO7PS4 in a non-equilibrium geometry (wB97M-V/def2-TZVPD).

Calculated values
F_max = 3.44 eV/Å
Kohn-Sham gap = 8.2110 eV
HOMO = -0.3033 Ha

Geometry as XYZ:
```
66
Properties=species:S:1:pos:R:3:forces:R:3:lowdin_charge:R:1
N -7.4523 1.1445 0.6553 0.1 1.3 0.4 -0.194
P -7.5625 2.8037 0.1022 -0.2 -0.2 0.6 0.872
O -7.3071 3.7105 1.5395 -0.3 -0.2 -0.9 -0.350
B -6.0744 3.2333 -1.0095 0.7 -1.4 0.2 -0.318
C -5.1546 2.0098 -1.5437 0.3 -0.2 0.3 -0.144
C -3.8184 2.1151 -0.7008 1.2 0.0 0.3 -0.203
C -2.5244 1.9219 -1.4074 -0.1 0.8 3.3 -0.027
C -1.3098 2.0323 -0.5962 -1.4 0.3 0.6 -0.089
C -1.3303 2.3496 0.8445 -1.7 0.0 -0.7 -0.084
C -2.5966 2.5429 1.5390 -0.4 -0.7 -3.0 -0.056
C -3.8430 2.3994 0.7436 2.1 -0.2 -0.4 -0.028
B -5.7849 4.8478 -1.3419 0.7 0.7 -0.2 -0.539
O -6.6804 5.6243 -2.1272 0.4 -0.2 1.9 0.086
O -4.6052 5.3994 -0.7459 -1.1 -0.1 -1.3 0.090
H -7.0221 1.1176 1.5901 -0.1 -0.3 -0.6 0.038
H -8.3837 0.7319 0.7079 0.3 0.2 0.1 0.019
H -7.8340 4.5269 1.5279 0.1 -0.5 0.1 0.042
H -5.6073 0.9972 -1.3510 0.3 1.0 -0.2 0.092
H -4.9223 2.0876 -2.6393 0.0 -0.1 1.0 0.102
H -2.4647 1.7108 -2.5026 -0.2 0.2 1.2 0.106
H -0.3295 1.8708 -1.1023 -0.9 0.2 0.6 0.071
H -0.3861 2.4585 1.4356 -0.9 -0.3 -0.9 0.084
H -2.6653 2.7919 2.6282 0.2 -0.3 -1.2 0.101
H -4.7931 2.5230 1.3192 0.7 -0.1 -0.9 0.093
H -7.1444 6.2144 -1.4956 0.3 0.0 -0.8 0.109
H -3.8232 5.1091 -1.2492 -0.2 0.0 0.6 0.104
C 2.9918 -1.1300 -0.6348 -0.1 0.3 0.1 -0.282
S 1.3581 -0.4239 -0.3577 0.1 -0.1 0.0 0.801
O 1.4015 0.3095 0.9439 0.1 -0.1 -0.1 -0.557
C 0.5215 -1.9913 -0.0664 -0.1 0.0 0.1 -0.270
H 3.6941 -0.3124 -0.8026 -0.1 0.1 0.0 0.051
H 3.3034 -1.7019 0.2367 -0.1 0.0 -0.1 0.044
H 2.9667 -1.7714 -1.5141 -0.1 0.0 0.1 0.042
H 0.9847 -2.5113 0.7731 0.1 0.1 0.0 0.051
H 0.5751 -2.6066 -0.9652 0.0 0.1 0.0 0.044
H -0.5230 -1.7846 0.1675 0.1 0.1 0.0 0.053
C 6.2609 -3.0758 -2.1293 0.0 0.1 0.1 -0.262
S 5.2390 -4.3554 -1.3764 0.1 -0.1 -0.1 0.841
O 4.1578 -3.6668 -0.6083 0.4 -0.3 0.0 -0.576
C 6.4742 -4.9096 -0.1871 0.1 0.1 0.1 -0.261
H 5.6679 -2.5651 -2.8875 0.0 -0.1 0.0 0.052
H 6.5773 -2.3580 -1.3710 0.0 -0.1 0.0 0.061
H 7.1309 -3.5354 -2.5994 -0.1 0.0 0.0 0.054
H 6.7775 -4.0777 0.4503 -0.1 0.0 -0.1 0.061
H 7.3378 -5.3111 -0.7188 -0.1 0.0 0.0 0.055
H 6.0318 -5.6939 0.4267 -0.1 0.0 -0.1 0.049
C 2.9934 5.5824 1.0355 0.0 0.1 -0.1 -0.276
S 3.7923 4.4739 2.2126 0.1 -0.1 -0.1 0.801
O 5.2641 4.5935 2.0098 -0.2 0.0 -0.1 -0.563
C 3.2607 2.9461 1.4209 0.0 0.0 0.0 -0.282
H 3.2271 6.6086 1.3177 0.0 -0.1 0.1 0.047
H 3.3675 5.3883 0.0292 0.0 -0.1 0.1 0.056
H 1.9131 5.4343 1.0711 0.0 0.0 0.0 0.050
H 3.6177 2.9164 0.3901 0.0 0.1 0.0 0.059
H 2.1727 2.8810 1.4432 0.0 -0.1 0.0 0.030
H 3.6818 2.1070 1.9731 0.0 0.1 0.0 0.052
C -0.3663 -6.7871 0.6643 0.0 -0.1 0.0 -0.268
S 0.7482 -5.6638 -0.2009 0.1 -0.1 0.0 0.790
O 1.0474 -6.2682 -1.5288 0.0 0.0 0.2 -0.546
C 2.1728 -5.9586 0.8606 0.2 -0.1 0.1 -0.260
H -1.3227 -6.7911 0.1423 0.1 0.1 0.0 0.049
H 0.0503 -7.7953 0.6669 0.0 0.1 -0.1 0.057
H -0.5137 -6.4377 1.6871 0.0 0.0 0.0 0.052
H 2.4304 -7.0193 0.8512 -0.1 0.0 0.0 0.060
H 1.9437 -5.6352 1.8775 0.0 0.0 0.0 0.058
H 3.0103 -5.3766 0.4763 -0.2 0.1 -0.1 0.008
```
Forces are in eV/Å.

(3)
Entry from the Open Molecules 2025 dataset: 2 unconnected molecules or ions with the total composition C13H19ClF8NO2 in a non-equilibrium geometry (wB97M-V/def2-TZVPD).

Calculated values
F_max = 4.21 eV/Å
Kohn-Sham gap = 4.5612 eV
Net charge = -1
HOMO = -0.0778 Ha

Geometry as XYZ:
```
44
Properties=species:S:1:pos:R:3:forces:R:3:lowdin_charge:R:1
C 1.3044 -0.6998 3.0024 -0.1 -0.8 -0.8 -0.123
C 1.7266 -0.0944 1.6521 0.0 1.0 0.8 -0.249
C 0.9137 1.1712 1.2288 1.1 -0.1 -0.2 -0.221
C 0.7329 2.2099 2.3652 -0.6 0.3 -0.7 -0.212
C -0.7083 2.3168 2.9561 1.0 -0.7 0.8 -0.202
C -1.5297 1.0213 3.0167 -1.5 0.5 -0.2 -0.400
N -2.9169 1.4110 3.2410 0.1 -0.3 0.0 -0.186
C -3.7674 0.3258 2.9347 1.7 1.8 0.5 -0.363
C -4.1957 0.2011 1.4125 2.1 0.0 2.4 -0.770
O -5.2044 -0.2802 1.1527 -3.6 -1.4 -1.7 0.022
Cl -3.1639 0.8108 0.0398 0.5 0.4 -0.3 0.509
H 0.3101 -1.1451 2.8860 0.1 0.1 0.3 0.061
H 1.2814 0.0161 3.8240 0.0 0.0 -0.2 0.061
H 1.9905 -1.5187 3.2652 -0.1 0.2 0.0 0.063
H 2.7616 0.2648 1.7791 -0.1 -0.2 -0.2 0.098
H 1.7386 -0.8477 0.8595 -0.1 0.0 0.1 0.074
H 1.5578 1.6537 0.4739 -0.3 -0.1 0.0 0.092
H -0.0153 0.9146 0.7120 0.0 0.1 0.3 0.074
H 1.5092 2.0632 3.1279 -0.3 -0.1 0.0 0.090
H 0.9600 3.1931 1.9225 0.0 -0.2 0.2 0.090
H -0.5913 2.6431 4.0026 -0.2 0.1 -0.2 0.095
H -1.3062 3.0948 2.4741 0.1 -0.3 -0.2 0.090
H -1.1732 0.3286 3.8174 0.2 0.2 -0.1 0.089
H -1.5167 0.4369 2.0723 0.7 0.1 0.1 0.041
H -4.7129 0.5038 3.4616 -0.2 -0.5 -0.4 0.093
H -3.3159 -0.6438 3.2617 -0.5 -0.2 -0.5 0.100
C -0.4399 -1.1790 -3.8256 -0.8 0.1 -0.3 -0.041
C 0.0564 -2.3602 -2.9795 0.2 0.0 -0.6 -0.438
C 0.5869 -2.0121 -1.5925 0.1 -0.1 0.8 -0.294
F 1.6453 -1.1734 -1.6527 -0.2 -0.3 0.1 0.080
F 1.0130 -3.1384 -0.9648 -0.1 -0.1 -0.2 0.091
F 0.9739 -3.0623 -3.6877 0.0 0.0 0.1 0.121
F -1.0077 -3.1930 -2.8043 -0.1 0.2 0.2 0.109
O 0.4706 -0.6357 -4.7708 0.7 -0.1 0.4 0.045
C 1.3985 0.2858 -4.3257 -1.2 0.1 0.1 -0.536
C 2.8294 -0.2464 -4.4156 0.6 -0.2 -0.1 -0.281
F 2.9679 -1.3986 -3.7301 0.1 0.1 -0.3 0.096
F 3.6910 0.6524 -3.8813 -0.2 0.1 -0.1 0.097
F 1.0884 0.7066 -3.0879 0.3 0.3 -0.2 0.146
F 1.2951 1.3625 -5.1395 0.3 0.0 -0.1 0.141
H -1.2507 -1.5733 -4.4368 0.1 -0.1 0.0 0.148
H -0.8987 -0.4016 -3.2136 0.2 -0.1 0.2 0.149
H -0.1943 -1.5566 -0.9765 -0.1 0.0 -0.1 0.176
H 3.1061 -0.4274 -5.4568 -0.1 0.1 0.0 0.173
```
Forces are in eV/Å.

(4)
Entry from the Open Molecules 2025 dataset: 2 unconnected molecules or ions with the total composition H2N2O2S in a non-equilibrium geometry (wB97M-V/def2-TZVPD).

Calculated values
F_max = 3.29 eV/Å
Kohn-Sham gap = 8.8520 eV
HOMO = -0.3525 Ha

Geometry as XYZ:
```
7
Properties=species:S:1:pos:R:3:forces:R:3:lowdin_charge:R:1
N -0.4528 -0.8103 -0.1033 -2.8 1.5 -0.6 -0.058
N -0.9505 -1.7434 0.5043 2.4 -1.6 0.9 -0.034
O 1.4051 1.1830 -1.5278 -0.2 0.3 -0.6 -0.442
O 1.3301 2.1208 0.7552 0.0 -0.4 -0.4 -0.442
S 1.7703 1.0995 -0.1579 0.3 0.1 0.9 0.823
H -1.2159 -0.0418 -0.3624 1.4 -1.0 0.6 0.098
H -1.8864 -1.8079 0.8919 -1.0 1.1 -0.7 0.056
```
Forces are in eV/Å.